Entry 1
Here is a gas-phase ion, C6H11N2 (charge +1) from the OMol25 dataset. Energies are from ωB97M-V/def2-TZVPD.

```
19
C6H11N2 ωB97M-V/def2-TZVPD
N -0.468 -0.799 -2.531
C 0.191 -1.625 -1.441
C 1.152 -0.763 -0.638
C 0.470 0.083 0.393
C 0.341 -0.153 1.784
C -0.467 0.811 2.305
N -0.859 1.627 1.266
C -0.197 1.259 0.139
H -0.223 0.183 -2.414
H -0.116 -1.128 -3.429
H -1.475 -0.954 -2.504
H -0.559 -1.993 -0.764
H 0.715 -2.433 -1.945
H 1.845 -1.427 -0.147
H 1.854 -0.183 -1.251
H 0.744 -0.988 2.340
H -0.776 1.116 3.290
H -1.272 2.531 1.428
H -0.253 1.816 -0.784
```

Values from the calculation:
**SMILES string**: [NH3+]CCc1cc[nH]c1
**Charge**: +1
**E_HOMO**: -11.87 eV

---

Entry 2
Here is a gas-phase ion, C6H11N2 (charge +1) from the OMol25 dataset. Energies are from ωB97M-V/def2-TZVPD.

```
19
C6H11N2 ωB97M-V/def2-TZVPD
C 0.225 -0.646 -1.231
C -0.034 0.656 -1.050
C -0.111 -1.746 -0.271
C 0.829 -2.025 0.920
C -0.530 0.667 1.206
C -1.259 2.635 -0.156
N -0.614 1.310 0.092
N 2.110 -1.957 0.843
H 0.707 -0.970 -2.160
H 0.497 1.140 -1.882
H -1.050 -1.764 0.241
H -0.017 -2.733 -0.812
H 0.337 -2.225 1.991
H -0.882 1.349 2.013
H -0.705 3.110 -0.948
H -2.331 2.500 -0.256
H -1.154 3.326 0.777
H 2.680 -2.055 1.621
H 2.566 -1.682 -0.053
```

Values from the calculation:
**Charge**: +1
**E_HOMO**: -12.30 eV

---

Entry 3
Here is a gas-phase ion, C6H11N2 (charge +1) from the OMol25 dataset. Energies are from ωB97M-V/def2-TZVPD.

```
19
C6H11N2 ωB97M-V/def2-TZVPD
C -0.765 -1.105 1.038
C 1.098 -1.450 0.247
C -0.484 -0.050 -1.127
C 0.848 -0.627 -0.981
C -2.452 0.277 0.261
C 1.424 1.075 0.893
N -1.222 -0.354 0.054
N 1.807 -0.146 0.175
H -0.627 1.071 -1.319
H -0.956 -0.645 -1.856
H 1.655 -2.402 0.221
H 1.287 -0.977 -1.906
H -2.904 0.034 1.288
H -2.353 1.395 0.366
H -3.088 0.108 -0.571
H 2.390 1.659 0.934
H 0.489 1.531 0.294
H 1.084 0.782 1.874
H 2.767 -0.174 0.113
```

Values from the calculation:
**Charge**: +1
**E_HOMO**: -13.13 eV

---

Structures ranked by computed energy, the most stable listed first: entry 1, entry 2, entry 3.